74
Properties=species:S:1:pos:R:3:forces:R:3:lowdin_charge:R:1 method="wB97M-V/def2-TZVPD" homo_ha=-0.3396 max_force_ha_per_bohr=0.01401 lumo_ha=0.002
I 2.359488 -5.144650 1.379125 0.00 0.08 -0.05 0.83
F -0.774255 0.653780 -8.976918 0.01 0.00 -0.03 0.17
F -1.048946 -1.595062 0.957487 -0.05 -0.03 0.09 0.17
F 0.681086 -0.944084 -8.801440 0.01 -0.01 -0.03 0.17
F -1.384456 -1.406402 -9.247451 0.00 0.01 -0.03 0.18
F -0.669176 0.075162 -0.360053 0.18 -0.09 0.10 0.13
F -0.134774 -1.916969 -0.968383 0.04 -0.15 -0.01 0.15
O 3.693749 -0.065520 2.393688 -0.07 -0.32 -0.14 0.05
O -1.916374 -1.191225 -6.627523 0.05 0.01 0.02 0.17
O 3.970462 0.954373 -0.413057 -0.20 0.10 0.02 0.15
O 0.053536 -0.117757 -6.345962 -0.02 -0.03 -0.03 0.03
N 4.208497 2.699630 2.049403 -0.06 0.02 0.08 0.05
N 2.108382 -0.403425 -0.364386 -0.24 0.46 0.50 0.17
N 3.703769 0.048270 4.832452 0.07 -0.12 0.04 0.19
C 2.844859 2.189410 2.092475 0.10 0.10 0.10 -0.18
C -0.522752 1.104475 3.394157 0.15 0.06 0.17 -0.15
C 1.705903 -2.238062 1.304894 -0.14 -0.10 -0.09 -0.20
C -0.586585 -0.604375 -8.554772 -0.05 0.00 0.13 -0.55
C 0.284833 -1.419124 -4.292764 0.06 -0.06 -0.15 -0.05
C -3.260735 2.082262 0.860909 0.01 0.04 -0.09 -0.09
C 0.557696 0.047493 3.097996 0.02 -0.10 -0.06 -0.10
C 2.360606 -3.233797 0.345145 -0.03 -0.11 0.11 -0.73
C 1.238017 0.245359 1.738624 0.06 0.18 -0.14 -0.15
C -1.961385 0.601509 3.301548 -0.13 0.05 -0.01 -0.38
C 3.043857 0.482148 0.186283 0.19 -0.14 -0.16 -0.36
C -3.288878 1.412718 -0.289324 0.09 0.00 0.01 -0.36
C -3.932900 1.748433 2.156593 -0.13 0.02 0.02 -0.19
C -3.980233 0.101637 -0.510760 0.01 -0.12 0.06 -0.05
C 2.691621 0.741124 1.667556 0.01 0.04 -0.03 -0.28
C -0.168721 -1.091291 0.093001 0.06 0.16 -0.03 -0.55
C 1.218567 -0.899892 0.701910 0.15 -0.16 -0.13 -0.28
C 3.695583 -0.014862 3.682216 -0.14 0.33 0.05 -0.36
C 3.784706 -2.892292 -0.075425 -0.06 -0.01 -0.15 -0.16
C -0.912224 -0.694434 -7.043574 0.01 0.01 -0.08 -0.40
C -2.962084 1.774987 3.336435 0.01 -0.07 0.01 -0.17
C -0.126761 -0.102937 -4.911330 -0.04 0.08 0.18 -0.19
C -2.257753 -0.389658 4.426338 0.05 0.09 -0.08 -0.06
C -2.562586 1.926511 -1.499657 0.04 -0.03 -0.08 -0.07
H -1.166168 0.139284 -4.691735 -0.01 -0.03 -0.03 0.12
H 0.504396 0.715809 -4.572188 0.02 -0.01 -0.04 0.12
H 3.769355 -2.269701 -0.969325 0.00 0.10 0.06 0.07
H -3.264166 -0.798443 4.330104 -0.02 -0.02 0.03 0.08
H 2.413515 -2.044627 2.107826 0.03 0.09 0.04 0.11
H 0.724022 1.065443 1.224982 -0.09 -0.01 0.02 0.15
H 4.302708 -2.346931 0.713612 0.07 -0.06 0.04 0.08
H 1.314902 -1.659933 -4.557767 0.01 0.02 0.03 0.09
H 4.351223 -3.788397 -0.315468 0.03 0.00 0.03 0.05
H -4.567802 -0.227542 0.342304 -0.02 0.00 0.00 0.07
H -4.636726 0.149778 -1.381940 -0.02 0.03 0.00 0.08
H 0.103318 -0.943332 3.116206 0.03 -0.03 0.07 0.10
H 0.841665 -2.702281 1.776732 0.01 -0.03 0.03 0.09
H -0.372002 1.492498 4.406761 -0.01 0.04 -0.01 0.13
H -0.358397 -2.229688 -4.632878 -0.03 0.02 0.02 0.09
H -1.552737 -1.221691 4.445324 -0.04 -0.06 -0.02 0.07
H -2.052053 2.865929 -1.291179 -0.02 0.04 -0.04 0.08
H -3.257042 2.072851 -2.330287 -0.01 0.08 -0.01 0.08
H -4.732246 2.476302 2.333250 0.01 -0.01 0.02 0.12
H 4.294388 3.466218 1.398366 0.00 -0.07 -0.04 0.08
H -2.424830 2.727984 3.329927 -0.01 0.03 0.02 0.11
H 1.639360 0.003873 -1.167129 0.22 -0.36 -0.24 0.16
H -4.410761 0.768200 2.113920 -0.04 0.00 -0.01 0.10
H -0.393734 1.961618 2.726636 -0.01 0.00 -0.03 0.11
H 1.293115 0.053812 3.896940 0.08 -0.07 0.03 0.10
H 4.867271 1.988367 1.763884 0.01 0.02 -0.02 0.07
H -2.689130 3.009791 0.877298 -0.03 0.03 0.00 0.11
H -1.819578 1.198228 -1.838510 -0.14 0.11 -0.06 0.06
H 2.453874 2.254262 3.116867 -0.03 0.01 -0.01 0.13
H -3.533247 1.746978 4.266943 0.03 0.02 0.03 0.11
H -2.098458 0.092811 2.341276 0.10 0.01 0.01 0.12
H 2.179827 2.788175 1.467415 -0.03 0.01 -0.02 0.14
H 1.733016 -3.424396 -0.518904 -0.02 -0.03 -0.02 0.06
H -2.185058 0.125699 5.386720 -0.04 -0.04 0.05 0.09
H -3.235213 -0.671913 -0.722806 -0.05 -0.01 -0.03 0.07
H 0.209755 -1.358501 -3.208635 -0.02 0.02 -0.01 0.05